{
  "formula": "C6H5O6V",
  "method": "ωB97M-V/def2-TZVPD",
  "spin_multiplicity": 4,
  "total_charge": 1,
  "homo_ha": [-0.5010, -0.4853],
  "orbital_gap_ev": [6.5, 5.8],
  "elements": ["C", "O", "O", "H", "C", "H", "H", "O", "O", "C", "O", "C", "C", "V", "H", "O", "H", "C"],
  "coordinates": [[0.270, 0.928, -1.134], [0.613, 2.515, 0.894], [-2.615, -2.098, -1.213], [2.192, 3.261, 1.996], [-0.015, -0.537, 1.605], [-1.300, 2.259, -1.792], [2.502, 1.767, 1.064], [-1.718, 1.509, 0.061], [0.186, -0.254, 2.736], [1.048, -2.324, -0.694], [0.915, 1.564, -1.985], [2.024, 2.756, 1.053], [-1.096, 1.527, -0.997], [-0.098, -0.942, -0.215], [0.274, 3.145, 0.244], [1.802, -3.168, -1.046], [2.451, 3.360, 0.231], [-1.581, -1.635, -0.965]],
  "atomic_forces_ev_per_a": [[2.7, 1.0, -4.0], [0.2, 0.1, -0.5], [2.9, 1.3, 0.6], [0.1, 0.1, 0.1], [2.1, 3.1, 11.5], [-0.4, -0.4, -0.3], [0.1, 0.3, 0.0], [0.8, -1.0, -2.0], [-1.4, -1.7, -6.4], [6.1, -6.9, -2.9], [-1.1, -2.7, 3.2], [0.1, -0.2, -0.4], [-2.4, 1.6, 2.8], [1.1, 4.3, -1.6], [0.1, 0.1, 0.5], [-3.9, 4.3, 1.9], [-0.3, -0.4, 0.4], [-6.8, -3.1, -3.0]]
}

---

{
  "formula": "C48H36N6O8PRbS5",
  "method": "ωB97M-V/def2-TZVPD",
  "total_charge": -2,
  "homo_ha": -0.1123,
  "orbital_gap_ev": 6.0,
  "elements": ["O", "N", "N", "C", "O", "O", "C", "H", "C", "H", "C", "C", "C", "C", "H", "C", "H", "C", "H", "C", "C", "H", "C", "P", "C", "C", "S", "H", "H", "C", "S", "H", "C", "C", "H", "H", "C", "H", "N", "O", "H", "S", "C", "H", "H", "H", "C", "O", "C", "H", "S", "H", "C", "H", "C", "C", "H", "H", "C", "H", "H", "C", "C", "H", "H", "C", "C", "H", "H", "Rb", "S", "C", "H", "C", "H", "C", "O", "C", "O", "C", "O", "H", "N", "H", "C", "C", "H", "H", "H", "C", "C", "H", "C", "C", "C", "C", "C", "C", "C", "N", "C", "C", "H", "N", "C"],
  "coordinates": [[-2.209, 1.577, -0.762], [-1.966, 0.320, 2.571], [-3.172, -2.847, 0.727], [7.029, -0.604, -1.363], [2.325, 4.120, -3.626], [-4.017, -6.883, 2.721], [3.607, 4.371, -3.075], [0.930, 1.686, -6.705], [2.524, -0.652, 4.105], [6.102, -2.401, -2.126], [-4.736, -0.412, -2.981], [5.663, -3.576, 1.998], [-4.085, -6.317, 1.644], [-0.945, 0.569, 3.425], [6.176, -4.151, 1.239], [4.808, -0.714, -2.289], [1.925, 1.105, 6.042], [2.027, 2.467, -0.484], [-6.376, 5.318, 5.001], [4.416, -2.932, 1.777], [6.871, 0.756, -1.134], [3.316, -0.500, 4.830], [1.128, 0.982, 5.317], [3.391, -1.734, -2.873], [-5.703, -0.262, -0.869], [-3.050, 1.069, 2.638], [4.026, -3.307, -3.885], [4.377, 3.914, -3.706], [7.675, 1.329, -0.686], [-4.977, 1.068, -2.647], [2.278, -1.990, -1.249], [3.715, 1.128, -2.316], [1.648, 3.363, -2.690], [1.629, -1.643, 2.138], [-4.273, 3.886, 5.578], [3.329, 1.105, -6.894], [-6.352, 4.411, 3.040], [-4.031, 1.567, -2.444], [0.481, -1.013, 2.260], [-1.678, 0.814, -2.799], [-7.199, 4.855, 2.539], [5.072, -2.439, 4.199], [-4.370, 3.036, 3.589], [7.959, -1.093, -1.093], [3.777, 5.452, -3.017], [2.678, 2.315, 0.368], [0.384, 2.840, -2.765], [-3.656, -3.379, -1.889], [-0.007, 1.699, 5.406], [-2.561, -2.099, 2.498], [-6.305, -0.697, 0.629], [0.343, 1.366, 0.292], [0.737, 1.934, -0.544], [-3.845, 0.836, 1.931], [-1.059, 1.525, 4.454], [0.648, 0.576, -4.889], [5.541, 2.442, -1.293], [7.049, -3.771, 3.697], [3.956, -2.261, 2.873], [-5.512, 1.596, -3.437], [-0.240, 2.948, -3.642], [-5.909, 4.631, 4.309], [1.323, 0.052, 4.250], [-5.859, 1.762, -0.811], [-4.577, -6.239, -0.236], [-4.771, 3.853, 4.618], [2.449, 3.176, -1.579], [-3.693, -0.616, -3.208], [1.730, -2.295, 1.278], [-1.671, -1.106, -0.949], [-5.410, 3.241, 2.230], [-2.217, 2.301, 4.502], [-2.295, 3.072, 5.260], [4.653, 0.650, -2.057], [-5.348, -0.763, -3.816], [-1.442, 1.456, -1.745], [3.663, 3.812, -1.771], [-3.647, -4.908, 1.498], [-4.555, -6.900, 0.568], [1.247, -0.235, -3.932], [-4.498, -5.391, -1.353], [0.670, -0.589, -3.088], [-2.904, -2.927, 2.031], [-3.027, -4.411, 3.572], [0.305, -0.164, 3.296], [-0.065, 2.107, -1.661], [-4.781, -2.008, -1.532], [4.380, -0.366, -5.198], [-0.146, 2.424, 6.199], [-3.952, -4.289, -1.084], [3.336, -0.089, -5.115], [3.902, -2.939, 0.822], [6.137, -3.397, 3.256], [-3.174, -4.140, 2.539], [2.712, -1.508, 3.047], [-3.214, 2.134, 3.573], [5.999, -1.338, -1.936], [1.392, 1.054, -5.955], [2.743, 0.728, -6.063], [-5.146, -1.081, -1.751], [-3.613, -4.039, 0.372], [2.585, -0.576, -4.044], [-0.400, 0.828, -4.777], [-5.804, 0.978, -1.434], [5.681, 1.384, -1.482]],
  "atomic_forces_ev_per_a": [[0.2, 0.0, 0.0], [-0.1, 0.1, 0.1], [0.2, 0.1, 0.0], [0.0, 0.0, 0.0], [-0.1, 0.0, 0.0], [0.1, 0.0, 0.0], [0.2, 0.1, -0.1], [0.0, 0.0, 0.0], [0.1, 0.0, -0.1], [0.0, 0.0, 0.0], [-0.2, -0.1, 0.1], [0.1, -0.1, -0.1], [-0.1, -0.2, 0.1], [-0.2, 0.0, 0.0], [0.0, 0.0, 0.0], [0.0, -0.1, 0.1], [0.0, 0.0, 0.0], [0.1, 0.0, 0.0], [0.0, 0.0, 0.0], [-0.1, 0.1, -0.1], [0.0, 0.0, 0.0], [0.0, 0.1, 0.0], [0.1, 0.1, 0.1], [0.2, 0.2, -0.1], [-0.3, 0.0, -0.1], [0.2, 0.2, 0.1], [0.1, 0.0, 0.0], [-0.1, -0.1, 0.0], [0.0, 0.0, 0.0], [0.0, 0.0, 0.2], [-0.4, 0.0, 0.1], [0.1, 0.0, 0.0], [0.1, 0.0, 0.1], [0.0, 0.1, 0.1], [0.0, 0.0, 0.0], [0.0, 0.0, 0.0], [-0.1, -0.1, -0.1], [0.0, 0.0, 0.0], [0.0, 0.0, 0.0], [-0.1, 0.3, -0.1], [0.0, 0.0, 0.0], [-0.1, 0.0, -0.2], [-0.3, 0.1, -0.1], [0.0, 0.0, 0.0], [-0.1, 0.0, 0.1], [0.0, 0.0, 0.0], [0.1, 0.0, -0.1], [-0.1, -0.3, 0.2], [0.1, 0.1, 0.1], [0.0, 0.0, 0.0], [0.1, 0.2, 0.4], [0.1, 0.0, 0.0], [-0.2, 0.0, 0.0], [0.0, 0.0, 0.0], [0.1, -0.3, -0.2], [-0.1, 0.0, -0.2], [0.0, -0.1, 0.0], [0.0, 0.0, -0.1], [0.2, -0.2, 0.2], [0.0, 0.0, 0.0], [0.1, 0.0, 0.0], [0.0, 0.1, 0.0], [-0.3, -0.1, -0.2], [0.0, 0.0, 0.1], [0.1, -0.1, -0.3], [0.1, -0.1, 0.0], [-0.1, 0.2, 0.0], [0.0, 0.1, -0.1], [0.0, 0.0, 0.0], [0.1, -1.3, 0.4], [0.1, 0.0, 0.1], [0.0, 0.2, 0.0], [0.0, 0.0, 0.0], [0.1, -0.1, 0.0], [0.0, 0.0, 0.0], [0.0, 1.1, -0.2], [-0.1, 0.0, 0.1], [0.0, 0.1, -0.1], [-0.1, -0.2, 0.5], [0.1, 0.1, -0.1], [0.1, 0.4, -0.2], [0.0, 0.0, 0.0], [-0.1, 0.0, 0.2], [0.0, 0.1, 0.0], [0.2, -0.1, 0.1], [-0.3, 0.0, 0.0], [-0.1, 0.0, 0.0], [0.0, 0.0, 0.0], [0.0, 0.0, 0.0], [0.1, 0.2, -0.1], [-0.1, 0.1, 0.0], [0.0, 0.0, 0.0], [-0.1, 0.1, 0.2], [-0.1, -0.1, 0.0], [-0.2, 0.1, 0.0], [0.1, -0.3, -0.2], [0.0, 0.1, 0.0], [0.0, 0.0, 0.0], [0.1, 0.0, 0.0], [0.4, 0.0, -0.2], [0.0, -0.2, 0.1], [0.0, -0.2, 0.1], [0.1, 0.0, 0.0], [0.1, 0.1, -0.3], [0.0, 0.1, 0.0]]
}

---

{
  "formula": "C2H6O2",
  "method": "ωB97M-V/def2-TZVPD",
  "smiles": "C=O.CO",
  "total_charge": 0,
  "homo_ha": -0.3804,
  "orbital_gap_ev": 10.8,
  "elements": ["H", "C", "H", "H", "H", "O", "C", "H", "H", "O"],
  "coordinates": [[-4.737, 1.782, 1.283], [2.908, -2.013, -1.291], [-4.151, 3.114, 2.565], [2.620, -3.066, -1.361], [2.518, -1.544, -2.149], [4.299, -1.703, -1.188], [-4.796, 2.752, 1.792], [2.233, -1.563, -0.541], [4.476, -1.438, -0.276], [-5.369, 3.679, 1.166]],
  "atomic_forces_ev_per_a": [[-0.2, -0.4, 0.8], [-0.7, 0.3, 0.7], [0.4, -0.7, 1.3], [0.7, -0.1, 0.2], [-0.1, 0.5, -1.6], [-0.7, -0.3, 0.6], [-1.2, 3.8, -3.8], [0.8, -0.2, 0.4], [0.0, -0.2, -0.3], [0.9, -2.7, 1.8]]
}

---

{
  "formula": "C10H30O10Tl",
  "method": "ωB97M-V/def2-TZVPD",
  "total_charge": 3,
  "homo_ha": -0.7235,
  "orbital_gap_ev": 7.2,
  "elements": ["H", "C", "C", "O", "O", "H", "H", "H", "C", "H", "H", "Tl", "H", "H", "O", "H", "H", "O", "H", "H", "H", "H", "C", "C", "H", "H", "H", "H", "H", "C", "C", "H", "O", "H", "H", "H", "C", "H", "O", "C", "C", "H", "H", "H", "H", "O", "O", "H", "O", "O", "H"],
  "coordinates": [[-4.185, 0.852, -0.669], [1.781, 1.084, 1.676], [1.702, -2.144, -1.647], [0.207, 1.822, -0.009], [-1.057, -0.641, 2.008], [2.226, 0.997, 2.667], [0.492, 2.538, 0.564], [1.589, -1.481, 2.493], [1.353, -0.983, -2.626], [2.256, -0.675, -3.153], [-1.889, 0.313, -2.928], [-0.363, -0.469, -0.186], [0.223, 3.378, -1.141], [-2.767, 2.631, 0.955], [0.431, 0.691, 1.610], [2.422, -1.855, -0.881], [2.084, -3.001, -2.203], [-1.491, 0.500, -2.075], [1.955, 2.146, 1.501], [2.655, 0.812, -1.090], [-3.299, -1.145, -0.595], [-1.741, -0.218, 2.532], [-0.547, -1.912, 2.538], [-1.328, 1.854, -2.087], [1.877, -2.742, 0.577], [2.489, -0.872, 1.061], [-4.044, 0.278, 0.903], [-1.878, 1.915, -0.367], [-1.635, 1.261, 2.205], [0.002, 2.334, -1.363], [2.551, 0.170, 0.745], [-2.213, 2.391, -1.746], [0.713, 0.188, -2.204], [0.794, -1.449, -3.438], [3.585, 0.387, 1.015], [-0.824, -1.976, 3.590], [-3.422, 0.593, 0.065], [-0.065, 1.150, 2.292], [1.125, -2.185, 0.792], [0.865, -2.237, 2.188], [-2.400, 1.683, 0.561], [0.480, -3.350, -0.727], [1.268, 0.865, -2.597], [-1.223, -2.728, 2.280], [-1.250, 2.107, -3.144], [2.084, 0.216, -0.601], [-1.308, 1.184, 1.306], [1.103, -3.176, 2.687], [0.417, -2.478, -1.125], [-2.624, -0.549, -0.262], [0.823, 1.923, -1.950]],
  "atomic_forces_ev_per_a": [[0.8, 0.4, -0.7], [1.3, -0.8, 0.5], [-0.3, 1.2, -1.6], [-0.4, 1.7, -6.3], [-0.4, -7.1, 1.8], [-0.2, -0.6, 0.3], [-0.3, 0.0, 0.0], [-0.4, -0.1, 1.5], [2.0, -2.4, -2.4], [0.4, -0.3, 0.2], [-0.1, -1.0, -0.1], [0.3, -0.2, -0.3], [-1.1, 0.5, -1.5], [-0.6, -0.3, 0.1], [9.5, -0.7, 4.5], [-0.2, -0.2, -0.3], [0.0, 0.2, -0.3], [-1.6, -1.0, 0.2], [-0.1, 0.3, -0.6], [0.1, 0.3, -0.1], [0.4, -1.1, -0.4], [-0.5, -1.5, 0.2], [-2.4, -0.5, 1.0], [1.3, 3.7, -1.3], [0.3, -0.1, 0.2], [-0.1, 0.8, 0.0], [-0.1, 0.0, 0.3], [-0.8, 0.4, 1.4], [-0.5, 0.4, 0.4], [0.8, 0.9, 0.5], [1.2, 0.4, 1.6], [0.1, 0.1, -0.4], [0.0, -2.4, -2.2], [-0.5, -0.1, 0.1], [0.5, 0.4, -1.3], [1.2, 0.5, 0.5], [0.0, 1.1, 3.1], [1.5, -0.6, 0.2], [-1.0, -0.9, 3.2], [1.3, 1.3, 1.4], [-0.7, 0.4, -2.7], [-0.8, -0.1, 0.3], [-0.1, -0.1, 0.0], [0.0, -0.1, -1.2], [0.5, 0.8, 0.0], [2.7, 0.1, 3.2], [-10.0, 5.3, -0.5], [0.1, -0.2, -0.4], [-1.4, -0.1, -3.3], [-1.1, -0.7, 0.3], [-0.6, 2.1, 0.7]]
}

---

Sequential E_tot output: -44261.5701, -139810.3828, -6264.2196, -35978.8667 eV
Sequential max |F| output: 12.05, 1.36, 5.51, 11.38 eV/Å